{
  "formula": "C30H74N5O9PS",
  "method": "wB97M-V/def2-TZVPD",
  "symbols": ["O", "H", "H", "O", "H", "H", "H", "H", "H", "C", "H", "C", "H", "H", "C", "H", "C", "H", "O", "H", "H", "N", "H", "H", "C", "C", "C", "H", "S", "H", "H", "H", "H", "H", "C", "C", "H", "H", "H", "H", "H", "H", "H", "H", "C", "H", "H", "H", "O", "C", "C", "N", "C", "C", "H", "H", "C", "C", "H", "C", "O", "O", "H", "H", "H", "H", "H", "H", "H", "H", "H", "H", "C", "P", "H", "H", "O", "C", "H", "H", "H", "H", "H", "H", "H", "H", "C", "H", "H", "H", "C", "H", "H", "H", "H", "H", "H", "C", "C", "H", "H", "N", "O", "C", "H", "C", "C", "C", "C", "N", "O", "C", "H", "H", "H", "H", "H", "N", "C", "H"],
  "coordinates": [[-6.8611, 6.3790, -1.9406], [7.4047, -0.9232, -0.0676], [-3.2070, 5.7746, 1.5780], [-0.6821, -0.1441, 0.0619], [-0.5244, 1.6117, 1.5661], [-8.8604, 4.4563, -3.4475], [2.7145, -3.7985, -2.1845], [-2.2342, 5.2731, 2.9720], [4.9871, -2.8690, -1.9734], [-3.2339, 6.4130, -2.4295], [-8.2860, 4.6395, 0.6894], [-6.9102, 4.9955, -1.6464], [1.3981, -0.0948, 0.2303], [0.6126, -8.4722, 0.1664], [0.6627, -7.2591, -2.8095], [3.1009, -2.0323, 0.2371], [-8.9748, 4.7869, -0.1443], [5.4845, -4.8384, 4.6725], [-2.2988, -1.4931, 0.8636], [3.7398, 0.0604, -0.0171], [-2.8832, 3.1648, -5.2859], [-9.2239, 4.8007, -2.5648], [0.8766, 5.1865, 3.2015], [2.6528, -0.8506, 4.7661], [-3.0770, 3.8396, -4.4525], [0.4148, -8.7690, -2.7170], [-0.4134, 4.2066, 0.9862], [1.2398, 3.1347, 1.7209], [2.0011, 2.1605, -1.6915], [0.8072, -9.2384, -3.6226], [-0.3809, 0.7929, -2.4835], [-1.5330, 6.3447, 1.7370], [-0.6619, -8.9807, -2.6726], [-7.9373, 7.4806, -0.5296], [0.4028, -9.3817, -0.4025], [0.4628, 4.1963, 3.4009], [5.3029, 0.8333, 0.1804], [-3.0841, 6.5846, -3.4990], [5.9833, -4.2421, 3.0758], [7.1818, -2.3002, -1.1434], [-0.6800, -9.4671, -0.5406], [2.4665, -7.3461, -1.8965], [-3.1543, 7.3707, -1.9145], [6.2299, -3.2316, 4.5082], [-2.1389, 3.5224, -3.2935], [4.5272, -1.8571, 7.6853], [-9.2184, 5.8131, -2.6519], [-1.1433, -6.7590, -1.7073], [4.2793, -3.4014, 3.7802], [-2.2042, 5.4951, 1.9013], [3.4596, -2.3678, 5.8855], [2.0860, -6.9176, -2.7367], [-2.5478, 4.1744, -1.9667], [4.7996, -0.1332, 0.1630], [-4.2422, 6.0167, -2.2728], [2.3635, -3.4224, 4.3737], [5.4137, -1.0473, -0.9029], [0.2541, 3.4121, 2.1111], [0.3452, -6.5330, -0.7828], [0.6217, -1.9496, -0.5666], [-0.7976, -2.2246, -0.6758], [-2.2555, 5.5543, -1.8799], [0.7516, -10.2376, 0.1737], [-2.9244, 4.8568, -4.8153], [-0.6810, 4.8563, -3.7031], [5.7115, -0.4043, -1.7367], [-9.3077, 5.8255, -0.1347], [4.2549, -1.0018, 4.6122], [0.0758, 5.1791, 0.8435], [-1.4197, 2.3929, 2.6436], [-6.3886, 6.8108, 0.0353], [4.4947, -3.4069, 1.3299], [3.3480, -3.4876, 4.8442], [0.9157, 0.5755, -1.9927], [4.8975, -0.5730, 1.1602], [3.8211, -1.5957, -2.2561], [-1.8095, 4.3805, 1.1330], [4.2150, -3.8341, 0.3669], [1.8915, -4.2656, -0.7145], [-4.1234, 3.7352, -4.1582], [3.5653, -4.6829, 0.5886], [5.1194, -4.1983, -0.1228], [-1.9831, 3.7044, -1.1598], [-6.4130, 8.1699, -1.1084], [-6.2944, 4.7777, -0.7626], [2.5444, -2.4246, 6.4842], [0.6166, -0.4163, -0.4631], [-0.2813, 3.6392, 0.0611], [-9.8527, 4.1633, 0.0194], [5.5819, -2.2655, 6.3428], [3.4870, -2.7697, -0.4751], [-2.1852, 2.4399, -3.1188], [1.1500, 3.6610, 4.0555], [-0.4749, 4.3201, 3.9454], [-0.1123, 3.5408, -2.9693], [3.4221, -4.4722, 5.3249], [0.9451, -2.3552, 0.4002], [4.6434, -2.5258, 6.8336], [4.4199, -2.0748, -1.4740], [4.7228, -3.5488, 7.2060], [6.5000, -2.3265, 0.4925], [-0.4558, 2.1668, 2.4133], [1.0788, -9.4071, -1.6435], [2.3323, -3.4135, -1.2390], [-8.2130, 3.3374, -1.5067], [-0.1010, -6.4431, -1.7750], [-6.9118, 7.2440, -0.8237], [6.6951, -1.6939, -0.3766], [5.5565, -3.9507, 4.0360], [3.5012, -1.0319, 5.2929], [1.2964, -2.4890, -1.6095], [-1.3708, -1.3222, 0.1588], [2.5812, -7.3653, -3.5018], [-3.6140, 4.0015, -1.7626], [-6.4441, 4.5005, -2.5035], [0.3079, -6.9530, -3.7993], [-0.0843, -5.3871, -2.0460], [-0.7660, 3.8432, -3.6882], [-8.3231, 4.4267, -1.4743], [1.4636, -0.3544, -2.8834]],
  "lowdin_charge": [-0.20, 0.08, 0.08, 0.01, 0.04, 0.07, 0.13, 0.08, 0.12, -0.09, 0.08, -0.22, 0.11, 0.07, -0.43, 0.11, -0.07, 0.09, 0.21, 0.03, 0.08, 0.04, 0.08, 0.07, -0.06, -0.21, -0.21, 0.13, 0.17, 0.12, -0.01, 0.09, 0.12, 0.08, -0.11, -0.07, 0.08, 0.08, 0.08, 0.08, 0.09, 0.07, 0.09, 0.08, -0.43, 0.08, 0.07, 0.08, -0.21, -0.10, -0.44, 0.04, -0.20, -0.07, 0.07, 0.12, -0.40, -0.43, 0.06, -0.34, 0.12, -0.18, 0.09, 0.07, 0.07, 0.13, 0.06, 0.07, 0.13, 0.07, 0.09, 0.05, -0.20, 0.45, 0.08, 0.11, -0.20, -0.04, 0.12, 0.07, 0.08, 0.08, 0.10, 0.09, 0.12, 0.14, -0.37, 0.08, 0.08, 0.06, -0.33, 0.12, 0.07, 0.07, 0.00, 0.12, 0.18, -0.07, -0.14, 0.08, 0.06, 0.06, -0.19, -0.14, 0.14, -0.06, -0.10, -0.08, -0.10, 0.04, -0.06, -0.55, 0.07, 0.12, 0.11, 0.14, 0.07, 0.05, -0.44, -0.01],
  "e_above_lowest_kcal_mol": 0.0,
  "smiles": "CC(C)C[C@H](C)CO[C@@H]1OC(=O)O[C@@H]1[PH2]=S.COC[C@@H](C)N.COC[C@@H](C)N.COC[C@@H](C)N.COC[C@@H](C)N.COC[C@@H](C)N",
  "charge": 0,
  "lumo_energy_ev": 0.370,
  "homo_energy_ha": -0.3265,
  "fmax_ev_per_a": 0.6
}